# C4H9F

A cluster of 4 separate species, C4H9F in total in a non-equilibrium geometry (the ωB97M-V functional and the def2-TZVPD basis, OMol25).

XYZ file:
```
14
Properties=species:S:1:pos:R:3:forces:R:3:lowdin_charge:R:1
C 0.339608 -0.661950 1.307099 0.5433 2.1056 0.2416 -0.125
C 0.093480 0.635484 0.326764 -0.5067 -0.0628 2.4039 -0.511
C -1.372049 1.151381 0.754452 0.3453 0.4225 -0.9858 -0.118
C 0.077778 0.114321 -1.178497 0.8504 -3.4296 3.0312 -0.068
H -0.625987 -1.142628 1.165919 0.4637 -1.2577 -0.4230 0.031
H 0.167906 -0.311647 2.390406 1.0102 -0.2386 -1.5346 0.061
H 1.352696 -1.210542 1.130913 -2.2989 0.7820 0.3005 0.101
H 0.598203 1.608246 0.730790 0.3614 -2.2413 -1.6888 0.094
H -2.123325 0.611584 -0.733515 0.8172 1.6676 3.7956 0.189
H -0.964399 2.843663 1.004509 -1.8548 -3.9607 -0.6351 0.181
H -1.937837 0.410775 2.309037 1.1337 1.7695 -3.7931 0.206
H 0.038404 0.779939 -2.005534 0.8410 0.4588 -0.6378 0.091
H -0.688977 -0.641243 -1.220724 -1.4025 0.8132 0.0531 0.069
F 1.038935 -1.153729 -1.336746 -0.3032 3.1715 -0.1277 -0.200
```
Forces are in eV/Å.

Summary:
**HOMO energy**: -10.24 eV
**Orbital gap**: 9.1 eV
**Calculated total energy**: -7000.3889 eV
**Strongest force on any atom**: 4.66 eV/A
**Energy above the lowest of the compared OMol25 structures with the same formula, charge and spin**: 11.323 eV

# C24H50CuFeO12

A structure of composition C24H50CuFeO12 in a non-equilibrium geometry (the ωB97M-V functional and the def2-TZVPD basis, OMol25).

XYZ file:
```
88
Properties=species:S:1:pos:R:3:forces:R:3:mulliken_spin:R:1
Cu 1.175921 -2.323987 -2.254573 0.8614 0.5244 0.3831 -0.022
Fe -2.181091 -1.425388 -2.156143 2.9444 3.8822 -0.8862 3.719
C -0.536957 1.756393 -4.524438 0.0945 -1.3483 0.6642 0.003
C 0.097440 0.601129 -3.694913 0.2509 0.5612 -0.1621 -0.013
O -0.713451 -0.555397 -3.447618 -1.0388 -1.6079 1.4190 0.307
H -0.653692 1.382568 -5.541659 -0.1277 0.2629 -0.0256 0.000
H 0.165636 2.589654 -4.512992 -0.1023 0.0334 -0.0679 0.001
H -1.508133 2.064049 -4.136788 0.0589 0.0785 0.0286 0.000
H 0.619444 0.950243 -2.803992 -0.7536 0.3044 0.8258 0.008
H 1.008914 0.344540 -4.234794 -0.1512 -0.8358 -0.6155 0.027
C -0.095136 -0.520410 1.732022 -0.5070 0.0824 -0.2442 0.008
C 0.115653 -0.589509 0.235547 -0.7157 -0.0067 0.4214 0.031
O -0.914735 -1.126006 -0.518929 -0.9077 -0.3871 -0.4344 0.789
H 0.858662 -0.201030 2.151995 -0.0497 -0.3253 0.3251 0.001
H -0.480478 -1.451948 2.146556 0.4388 -0.1341 0.0218 0.003
H -0.833689 0.235403 1.999212 0.0055 0.1062 -0.1485 0.000
H 0.944226 -1.265285 0.023654 0.7020 -0.3155 -0.2258 0.061
H 0.404454 0.379545 -0.171419 0.1420 0.2056 -0.4147 0.052
O 3.216576 -1.247381 -1.877055 0.5593 -0.7021 1.2740 0.005
C 4.404741 -1.542174 -1.626444 -1.2708 0.3680 -1.7145 0.003
O 5.037213 -1.474363 -0.489311 0.0266 -1.9781 -0.7094 0.000
C 4.323675 -1.260787 0.673380 -1.1882 1.8827 1.6130 0.001
C 4.367985 0.222297 0.821565 0.0794 1.5824 1.5180 -0.002
C 5.340861 -1.898189 -2.703316 0.3401 0.3939 -0.8788 0.000
H 4.731717 -1.774908 1.543590 0.6258 -0.0922 -0.4067 0.000
H 3.262743 -1.510427 0.686963 0.0265 -0.6230 -0.8979 -0.005
H 5.354686 0.647880 1.004309 0.2425 -0.4532 0.1396 0.000
H 3.777458 0.479135 1.701006 -0.1372 0.3734 0.0122 0.000
H 4.024745 0.805643 -0.032821 -0.4858 -0.4724 -0.1546 0.000
H 4.918733 -1.560368 -3.649788 0.1262 -0.1703 0.0134 0.000
H 5.544780 -2.967676 -2.755371 0.0337 0.0505 0.1384 0.000
H 6.262564 -1.351631 -2.503707 0.1740 -0.2706 -0.1803 0.000
O -4.952993 -3.079410 5.148564 0.4036 -0.0815 -1.1384 0.000
C -4.790942 -1.980741 5.589982 -0.4197 0.3508 -0.5303 0.000
O -4.466332 -0.849047 4.891910 -0.2752 0.1150 0.2581 0.000
C -4.354218 -0.757358 3.464439 1.1061 -0.4254 0.9422 0.000
C -3.688297 0.595643 3.204151 -0.1977 -0.1728 -0.7402 0.000
C -5.032725 -1.644798 7.003365 -0.2028 -0.8146 0.7927 0.000
H -5.307337 -0.948114 2.971200 -0.0799 0.3336 0.1088 0.000
H -3.656251 -1.542423 3.173561 -0.0930 -0.2116 -0.3792 0.000
H -2.616053 0.578791 3.399333 -0.0739 -0.1637 0.5300 0.001
H -4.139180 1.431214 3.739534 -0.0853 -0.2047 0.0327 0.000
H -3.734434 0.806383 2.135712 -0.2930 0.1318 -0.2143 0.000
H -4.088373 -1.449444 7.511439 -0.2235 0.7535 0.0264 0.000
H -5.408694 -2.555115 7.470365 -0.0886 0.0559 -0.0369 0.000
H -5.824724 -0.897527 7.052560 0.5300 0.3626 0.3411 0.000
O 2.112739 -3.594020 -0.466812 0.2111 1.1784 -0.7939 0.006
C 2.423473 -4.485777 0.306035 -1.2257 -1.0997 -0.5354 0.001
O 3.434164 -5.310904 0.089733 -0.6851 0.0090 1.5870 0.000
C 4.547533 -4.959372 -0.709945 0.0769 0.3751 -1.9670 0.000
C 5.458267 -6.152814 -0.952900 0.2734 1.0098 1.7353 0.000
C 1.461381 -4.880504 1.416271 0.3510 0.0490 -0.3489 0.000
H 4.980040 -4.035177 -0.326666 0.4948 -0.3854 0.4355 0.000
H 4.245912 -4.684062 -1.720552 -0.7736 0.1853 -0.0595 0.000
H 5.961836 -6.383741 -0.014180 -0.0035 -0.3896 -0.0018 0.000
H 6.244036 -5.760638 -1.598535 -0.1202 -0.5823 -0.4438 0.000
H 4.893470 -7.022572 -1.288483 0.2757 0.2145 -0.3526 0.000
H 1.529746 -5.959240 1.556856 -0.0564 0.1924 0.4077 0.000
H 0.453636 -4.583456 1.125908 0.0665 -0.2512 -0.3494 0.000
H 1.607480 -4.305170 2.330462 0.5740 -0.3128 0.1343 0.000
O -3.128831 0.686680 -1.952576 -1.1521 0.0116 -1.0050 0.015
C -3.269361 1.856134 -1.565241 -0.3748 0.1417 0.1797 0.009
O -4.164605 2.809832 -1.921365 2.6237 -1.8648 0.6053 0.003
C -5.257775 2.543308 -2.763503 -1.6506 -1.0030 -0.9731 0.000
C -5.853982 3.847973 -3.208574 -0.5586 1.0775 1.0458 0.000
C -2.483237 2.288744 -0.413933 0.4263 0.9966 2.5686 -0.012
H -5.970456 1.964092 -2.176409 -0.1248 0.0071 0.1149 0.000
H -5.040305 1.904019 -3.619147 0.6980 0.0934 0.0116 0.000
H -6.403539 3.814597 -4.149300 0.5679 -0.0011 -0.0993 0.000
H -5.125673 4.650887 -3.094613 0.3769 -0.1181 -1.0044 0.000
H -6.571066 4.231150 -2.482587 -0.3628 -0.4562 0.1893 0.000
H -2.077602 1.489932 0.206924 0.0366 -0.4960 -0.6493 0.002
H -3.182372 2.752444 0.281976 -0.2892 0.2161 -0.0210 0.000
H -1.694516 3.040855 -0.432621 -0.0003 0.0643 -1.0773 0.000
O 2.165501 4.605150 1.746382 -3.2487 -1.8974 -2.9665 0.000
C 1.240154 3.971244 1.193900 1.3066 -0.3266 2.5846 -0.001
O 0.811710 3.936398 -0.123430 2.1767 0.7176 2.3065 0.001
C 1.487882 4.846833 -0.999297 -0.7710 0.3293 -2.3600 0.000
C 0.368937 5.271604 -1.933481 -0.0681 0.8877 -0.1402 0.000
C 0.315210 2.971169 1.976434 -0.3679 0.6027 -0.1427 0.002
H 2.266469 4.394149 -1.613280 0.1174 -0.7051 0.4549 0.000
H 1.956621 5.755176 -0.620734 -0.3571 -0.3815 1.1133 0.000
H -0.030903 4.549641 -2.645523 0.3918 -0.4012 0.1421 0.000
H 0.726452 6.126696 -2.507159 -0.2516 0.0905 -0.1029 0.000
H -0.471493 5.576333 -1.309850 -0.0430 0.3174 -0.1065 0.000
H 0.202426 3.127059 3.049322 0.5658 0.5991 -0.0802 0.000
H 0.544437 1.907615 1.910125 0.5916 0.2944 -0.5317 -0.001
H -0.694706 3.078063 1.580526 -0.0215 0.0134 -0.1270 -0.001
```
Forces are in eV/Å.

Summary:
**HOMO energy (alpha / beta)**: -13.67 / -13.67 eV
**Multiplicity**: 6
**Charge**: +2
**Orbital gap (alpha / beta)**: 5.7 / 4.4 eV
**Calculated total energy**: -129275.5199 eV
**Strongest force on any atom**: 4.95 eV/A

# C3H5NO

A cluster of 2 separate species, C3H5NO in total in a non-equilibrium geometry (the ωB97M-V functional and the def2-TZVPD basis, OMol25).

XYZ file:
```
10
Properties=species:S:1:pos:R:3:forces:R:3:lowdin_charge:R:1
C 1.010765 0.082686 0.469463 3.9624 1.9388 1.6995 -0.267
C -1.213305 -0.413999 -0.938632 -3.5582 2.5582 1.7036 -0.028
C -0.232704 0.294157 -0.169997 -1.2115 0.4226 1.8477 -0.392
N 1.356700 -1.010800 1.012989 -2.4533 -0.7019 -1.1934 0.109
O -0.513688 0.807467 -1.337128 0.1730 1.1080 -1.2364 0.013
H 1.708311 1.060627 0.557070 -1.5265 -1.9312 -0.5624 0.152
H -0.945274 -1.169585 -1.570032 0.4125 -2.2727 -1.2256 0.080
H -2.354976 -0.190515 -0.701091 2.6138 -0.8449 -0.5510 0.157
H -1.051262 1.748329 1.253250 0.5787 -1.1563 -0.8720 0.138
H 2.235432 -1.208367 1.424108 1.0090 0.8795 0.3901 0.038
```
Forces are in eV/Å.

Summary:
**HOMO energy (alpha / beta)**: -9.70 / -8.43 eV
**Orbital gap (alpha / beta)**: 9.3 / 8.0 eV
**Calculated total energy**: -6723.0560 eV
**Strongest force on any atom**: 4.73 eV/A
**Energy above the lowest of the compared OMol25 structures with the same formula, charge and spin**: 6.517 eV

> Among the records above, which one has the lowest calculated total energy?

C24H50CuFeO12

> Number 3 is which compound?

C3H5NO

> What is the formula in the second record?

C24H50CuFeO12

Repeat the first record exactly.
# C4H9F

A cluster of 4 separate species, C4H9F in total in a non-equilibrium geometry (the ωB97M-V functional and the def2-TZVPD basis, OMol25).

XYZ file:
```
14
Properties=species:S:1:pos:R:3:forces:R:3:lowdin_charge:R:1
C 0.339608 -0.661950 1.307099 0.5433 2.1056 0.2416 -0.125
C 0.093480 0.635484 0.326764 -0.5067 -0.0628 2.4039 -0.511
C -1.372049 1.151381 0.754452 0.3453 0.4225 -0.9858 -0.118
C 0.077778 0.114321 -1.178497 0.8504 -3.4296 3.0312 -0.068
H -0.625987 -1.142628 1.165919 0.4637 -1.2577 -0.4230 0.031
H 0.167906 -0.311647 2.390406 1.0102 -0.2386 -1.5346 0.061
H 1.352696 -1.210542 1.130913 -2.2989 0.7820 0.3005 0.101
H 0.598203 1.608246 0.730790 0.3614 -2.2413 -1.6888 0.094
H -2.123325 0.611584 -0.733515 0.8172 1.6676 3.7956 0.189
H -0.964399 2.843663 1.004509 -1.8548 -3.9607 -0.6351 0.181
H -1.937837 0.410775 2.309037 1.1337 1.7695 -3.7931 0.206
H 0.038404 0.779939 -2.005534 0.8410 0.4588 -0.6378 0.091
H -0.688977 -0.641243 -1.220724 -1.4025 0.8132 0.0531 0.069
F 1.038935 -1.153729 -1.336746 -0.3032 3.1715 -0.1277 -0.200
```
Forces are in eV/Å.

Summary:
**HOMO energy**: -10.24 eV
**Orbital gap**: 9.1 eV
**Calculated total energy**: -7000.3889 eV
**Strongest force on any atom**: 4.66 eV/A
**Energy above the lowest of the compared OMol25 structures with the same formula, charge and spin**: 11.323 eV